Computed, not measured: a single C3H4N2O molecule, with ωB97M-V/def2-TZVPD.

The geometry in XYZ format:
```
10
Properties=species:S:1:pos:R:3:mulliken_charge:R:1
N -0.884 0.912 1.066 -0.467
C -0.529 0.072 0.060 0.332
C -0.596 -0.924 -0.768 -0.300
C 0.576 -0.010 -0.931 -0.409
N 1.905 -0.335 -0.385 0.013
O 1.875 -0.501 0.812 -0.330
H -0.147 1.059 1.741 0.244
H -1.813 0.883 1.443 0.222
H -1.071 -1.780 -1.222 0.382
H 0.684 0.623 -1.817 0.314
```

Its spin multiplicity is 1. The structure (SMILES) is NC1=C[C@@H]1N=O. The LUMO energy is 0.26 eV. For the HOMO-LUMO gap, the calculation gives 8.95 eV. As for the energy relative to the best compared isomer or geometry (same formula, charge and spin): 118.2 kcal/mol. The total energy is -301.2988 hartree. The net charge is 0.


Computed, not measured: a molecular structure, C4H8O3Pd in a non-equilibrium geometry, with ωB97M-V/def2-TZVPD.

The geometry in XYZ format:
```
16
Properties=species:S:1:pos:R:3:mulliken_charge:R:1
C -0.423 -0.202 2.889 -0.206
C -0.918 0.887 1.906 0.135
O -1.099 0.508 0.746 -0.507
O 0.074 -1.289 2.235 -0.672
H -1.303 -0.427 3.532 0.343
H 0.304 0.321 3.550 0.353
H -1.186 1.871 2.324 0.420
Pd 0.030 -0.886 0.655 1.471
O 0.937 -0.571 -0.562 -0.756
C 0.734 0.209 -1.627 -0.093
C 0.398 -0.462 -2.930 -0.979
H -0.073 0.988 -1.261 0.264
H 1.255 -1.054 -3.281 0.312
H 0.153 0.299 -3.680 0.337
H -0.474 -1.121 -2.814 0.293
H 1.591 0.928 -1.683 0.286
```

Its spin multiplicity is 4. The LUMO energy (alpha / beta) is -4.95 / -7.14 eV. For the HOMO-LUMO gap (alpha / beta), the calculation gives 7.89 / 7.88 eV. As for the energy relative to the best compared isomer or geometry (same formula, charge and spin): 7.0 kcal/mol. Its expectation value of S² is 3.760. The total energy is -510.1226 hartree. The net charge is +1.


Computed, not measured: a molecular structure, C16H27N6PdS5SbSe4 in a non-equilibrium geometry, with ωB97M-V/def2-TZVPD.

The geometry in XYZ format:
```
60
Properties=species:S:1:pos:R:3:mulliken_charge:R:1
Pd -0.896 -0.375 -0.851 0.136
C -3.273 -0.300 1.743 -0.902
N -2.249 -0.248 2.787 0.147
C -2.789 0.208 4.076 -0.671
C -1.601 0.820 4.786 -0.600
N -0.681 1.097 3.696 0.273
C 0.355 2.104 3.927 -1.015
C -1.013 0.388 2.556 -0.361
N -0.312 0.168 1.496 0.577
C 1.013 0.777 1.367 -0.600
C 1.865 0.044 0.358 -1.324
N 1.404 0.273 -1.005 0.263
C 2.244 0.265 -1.994 0.185
N 1.929 0.688 -3.254 0.065
C 0.745 1.465 -3.605 -0.885
C 3.094 0.736 -4.133 -0.687
C 4.223 0.176 -3.271 -0.679
N 3.568 -0.134 -2.010 0.148
C 4.362 -0.835 -1.017 -0.993
H -4.109 -0.891 2.117 0.444
H -2.909 -0.789 0.874 0.059
H -3.640 0.690 1.476 0.389
H -3.200 -0.635 4.625 0.339
H -3.585 0.939 3.911 0.339
H -1.155 0.123 5.498 0.289
H -1.854 1.737 5.314 0.439
H -0.012 2.773 4.705 0.323
H 0.516 2.711 3.049 0.283
H 1.297 1.673 4.272 0.262
H 1.563 0.746 2.306 0.503
H 0.935 1.811 1.043 0.138
H 1.849 -1.021 0.612 0.178
H 2.880 0.410 0.510 0.635
H 0.639 2.343 -2.981 0.186
H -0.141 0.874 -3.545 0.151
H 0.846 1.794 -4.638 0.454
H 3.287 1.762 -4.448 0.381
H 2.924 0.132 -5.022 0.324
H 5.034 0.890 -3.119 0.338
H 4.649 -0.730 -3.700 0.376
H 5.026 -1.526 -1.539 0.376
H 3.745 -1.421 -0.354 0.323
H 4.983 -0.157 -0.425 0.289
C -0.721 -3.235 0.933 -0.618
S -0.387 -2.630 -0.753 -0.043
C -1.755 -3.264 -1.656 -0.285
C -2.596 -2.446 -2.310 0.465
S -2.588 -0.692 -2.203 -0.288
S -3.814 -3.253 -3.263 -0.086
C -3.369 -4.898 -2.895 0.114
S -4.170 -6.198 -3.464 -0.208
S -1.975 -4.995 -1.871 -0.052
H 0.239 -3.426 1.407 0.302
H -1.285 -4.160 0.850 0.497
H -1.276 -2.495 1.498 -0.037
Se -0.220 5.140 -2.143 -0.479
Sb -1.638 4.004 -0.546 0.712
Se -3.901 4.791 -0.347 -0.506
Se -0.492 4.628 1.557 -0.280
Se -1.606 1.576 -0.985 -0.101
```

Its spin multiplicity is 3. The LUMO energy (alpha / beta) is -1.87 / -2.53 eV. For the HOMO-LUMO gap (alpha / beta), the calculation gives 5.75 / 5.03 eV. Its expectation value of S² is 2.019. The total energy is -12919.1199 hartree. The net charge is 0.


Computed, not measured: a single C4H6 molecule in a non-equilibrium geometry, with ωB97M-V/def2-TZVPD.

The geometry in XYZ format:
```
10
Properties=species:S:1:pos:R:3:mulliken_charge:R:1
C -1.922 0.058 0.009 -0.778
C -0.604 -0.341 -0.102 0.022
C 0.612 0.408 -0.130 0.125
C 1.836 -0.138 0.022 -0.792
H -2.757 -0.555 0.052 0.318
H -2.013 1.164 0.167 0.183
H -0.442 -1.393 -0.083 0.246
H 0.554 1.585 -0.118 0.188
H 1.974 -1.206 0.027 0.233
H 2.763 0.418 0.155 0.256
```

Its spin multiplicity is 1. The structure (SMILES) is C=CC=C. The LUMO energy is 0.78 eV. For the HOMO-LUMO gap, the calculation gives 9.57 eV. As for the energy relative to the best compared isomer or geometry (same formula, charge and spin): 11.4 kcal/mol. The total energy is -155.9446 hartree. The net charge is 0.


Computed, not measured: a single C9H18N2O3 molecule in a non-equilibrium geometry, with ωB97M-V/def2-TZVPD.

The geometry in XYZ format:
```
32
Properties=species:S:1:pos:R:3:mulliken_charge:R:1
C -2.499 0.044 -0.527 0.859
C -2.068 -0.970 0.557 0.189
C -3.552 1.076 -0.274 -1.181
C 0.464 -0.980 -0.306 0.066
C 1.449 -2.116 -0.281 -0.051
C 0.823 0.348 0.375 0.733
C 1.482 0.243 1.779 -1.131
C 1.771 1.104 -0.538 -0.769
C 2.422 2.437 -0.121 -1.256
H -3.594 -1.180 -1.315 0.376
H -1.843 -1.960 -1.242 0.417
H -1.446 0.708 -0.770 0.021
H -3.219 1.479 0.702 0.276
H -4.534 0.530 -0.106 0.293
H -3.981 1.952 -0.981 0.267
H -0.464 -1.970 1.358 0.318
H 0.362 -0.889 -1.434 0.429
H -0.113 0.839 0.476 0.364
H 0.793 0.417 2.821 0.262
H 2.382 1.123 2.014 0.245
H 2.123 -0.784 1.727 0.224
H 2.844 0.653 -0.524 0.162
H 1.378 1.338 -1.555 0.314
H 3.213 2.668 -0.938 0.347
H 3.097 2.276 0.784 0.352
H 1.645 3.247 -0.153 0.319
H 3.127 -2.856 -1.109 0.399
N -2.535 -0.991 -1.670 -0.813
N -0.815 -1.553 0.394 -0.325
O -2.853 -1.257 1.533 -0.679
O 1.588 -3.014 0.556 -0.539
O 2.553 -1.960 -1.231 -0.489
```

Its spin multiplicity is 1. The structure (SMILES) is CC[C@H](C)[C@H](NC(=O)[C@H](C)N)C(=O)O. The LUMO energy is 0.51 eV. For the HOMO-LUMO gap, the calculation gives 9.76 eV. As for the energy relative to the best compared isomer or geometry (same formula, charge and spin): 159.9 kcal/mol. The total energy is -688.7589 hartree. The net charge is 0.


Computed, not measured: a molecular structure, C32H34GeN8O2Ti in a non-equilibrium geometry, with ωB97M-V/def2-TZVPD.

The geometry in XYZ format:
```
78
Properties=species:S:1:pos:R:3:mulliken_charge:R:1
Ti -0.686 -0.526 0.662 -0.130
N -0.419 1.128 2.207 -0.406
C 0.105 0.942 3.569 -0.599
C -0.628 -0.235 4.172 -1.087
N -0.408 -1.388 3.308 0.036
C 0.533 -2.383 3.845 -0.905
C 1.970 -1.913 3.980 -0.944
N 2.507 -1.426 2.724 -0.309
H 0.061 1.887 1.724 -0.231
H -1.393 1.430 2.245 0.360
H -0.026 1.849 4.167 0.507
H 1.171 0.726 3.485 0.345
H -1.699 -0.008 4.204 0.438
H -0.313 -0.416 5.205 0.397
H -1.281 -1.869 3.137 0.108
H 0.474 -3.258 3.190 0.452
H 0.212 -2.706 4.846 0.424
H 2.534 -2.748 4.417 0.469
H 2.024 -1.100 4.711 0.384
H 2.452 -2.141 2.007 0.077
H 3.485 -1.182 2.828 0.267
O -1.973 -1.766 1.154 -0.520
C -2.070 -3.016 0.643 0.821
C -2.178 -4.119 1.483 -0.558
C -2.231 -5.387 0.930 -0.599
C -2.210 -5.581 -0.450 -0.771
C -2.149 -4.487 -1.288 -0.389
C -2.055 -3.193 -0.756 0.472
C -2.037 -2.045 -1.626 -0.518
N -1.611 -0.902 -1.217 0.983
N -1.984 0.194 -1.994 -1.073
C -1.917 1.228 -1.223 0.521
O -1.479 1.086 0.022 -0.180
C -2.330 2.571 -1.663 0.333
C -2.401 2.844 -3.030 -0.482
C -2.763 4.111 -3.458 -0.789
C -3.063 5.097 -2.526 -0.446
C -2.998 4.821 -1.169 -0.792
C -2.624 3.559 -0.734 0.082
H -2.227 -3.976 2.554 0.569
H -2.297 -6.244 1.587 0.419
H -2.243 -6.578 -0.861 0.434
H -2.140 -4.620 -2.361 0.455
H -2.490 -2.096 -2.614 0.496
H -2.172 2.065 -3.741 0.463
H -2.815 4.327 -4.515 0.415
H -3.348 6.084 -2.861 0.416
H -3.237 5.589 -0.447 0.448
H -2.561 3.340 0.323 0.323
N 0.608 -1.895 0.155 -0.035
C 1.088 -2.646 -0.634 0.662
N 1.672 -3.392 -1.420 -0.544
C 1.213 -4.371 -2.175 0.452
N 0.860 -5.233 -2.851 -0.525
Ge 1.897 0.767 0.056 1.501
C 1.413 2.635 -0.095 0.148
C 0.760 3.155 -1.213 -0.279
C 0.493 4.510 -1.306 -0.766
C 0.863 5.362 -0.274 -0.702
C 1.509 4.862 0.845 -0.763
C 1.781 3.504 0.936 -0.101
C 2.445 -0.027 -1.607 -0.362
C 1.619 -0.068 -2.733 0.929
C 2.062 -0.656 -3.906 -1.175
C 3.333 -1.216 -3.966 -0.520
C 4.155 -1.190 -2.855 -0.706
C 3.711 -0.607 -1.675 -0.385
H 2.995 0.687 1.109 -0.239
H 0.475 2.511 -2.035 0.424
H -0.011 4.898 -2.180 0.539
H 0.649 6.419 -0.346 0.442
H 1.812 5.530 1.640 0.428
H 2.309 3.131 1.808 0.431
H 0.617 0.349 -2.707 0.245
H 1.417 -0.679 -4.773 0.446
H 3.675 -1.678 -4.881 0.411
H 5.142 -1.630 -2.900 0.429
H 4.366 -0.600 -0.812 0.427
```

Its spin multiplicity is 2. The LUMO energy (alpha / beta) is -3.94 / -4.95 eV. For the HOMO-LUMO gap (alpha / beta), the calculation gives 6.81 / 6.39 eV. As for the energy relative to the best compared isomer or geometry (same formula, charge and spin): 50.3 kcal/mol. Its expectation value of S² is 0.754. The total energy is -4754.5588 hartree. The net charge is +1.